{"formula": "C5H13NOS2", "method": "wB97M-V/def2-TZVPD", "e_tot_ha": -1124.571275, "homo_energy_ha": -0.3443, "gap_ev": 9.90, "max_force_ev_per_a": 5.23, "e_above_lowest_kj_mol": 311.36, "e_lumo_ev": 0.5, "symbols": ["C", "C", "C", "C", "C", "H", "H", "H", "H", "H", "H", "H", "H", "H", "H", "H", "H", "H", "N", "O", "S", "S"], "coordinates": [[-2.30, 1.05, 0.76], [-0.93, -0.84, 0.12], [0.42, -0.56, 0.90], [1.61, -0.35, -0.03], [1.53, 0.71, -1.09], [-1.52, 1.87, 0.92], [-2.36, 0.32, 1.72], [-3.46, 1.55, 0.83], [-0.64, -1.48, -0.73], [-1.82, -1.24, 0.65], [0.62, -1.34, 1.58], [0.33, 0.24, 1.58], [2.31, 0.06, 0.71], [1.41, -1.82, -1.40], [2.07, -2.39, -0.10], [2.42, 0.78, -1.62], [0.69, 0.46, -1.75], [1.92, 2.66, 0.09], [2.08, -1.58, -0.66], [-3.14, -0.57, -1.18], [-1.97, 0.29, -0.82], [0.73, 2.17, -0.46]], "nbo_charge": [-0.8970, -0.6389, -0.4133, -0.0653, -0.5255, 0.2563, 0.2300, 0.2511, 0.2069, 0.2499, 0.2209, 0.2194, 0.1890, 0.3476, 0.3615, 0.2399, 0.2060, 0.1302, -0.8247, -0.9651, 1.2606, -0.0396]}

{"formula": "C5H13NOSi", "method": "wB97M-V/def2-TZVPD", "e_tot_ha": -617.675266, "homo_energy_ha": -0.2934, "gap_ev": 8.48, "max_force_ev_per_a": 5.16, "e_above_lowest_kj_mol": 455.31, "e_lumo_ev": 0.5, "symbols": ["C", "C", "C", "C", "C", "N", "O", "Si", "H", "H", "H", "H", "H", "H", "H", "H", "H", "H", "H", "H", "H"], "coordinates": [[-0.47, -0.18, 1.02], [0.98, -1.44, -1.28], [2.40, 1.04, -0.34], [-0.31, 1.26, -1.55], [-3.12, -0.27, 1.34], [-0.20, -0.77, 2.17], [-3.07, -0.86, 2.42], [0.78, 0.18, -0.37], [1.70, -2.08, -0.73], [-0.02, -1.91, -1.29], [1.46, -1.42, -2.27], [2.83, 1.08, -1.41], [2.29, 2.05, 0.20], [3.20, 0.50, 0.39], [-1.13, 0.68, -2.07], [-0.87, 2.00, -1.05], [0.19, 1.80, -2.44], [-2.88, 0.86, 1.40], [-3.61, -0.50, 0.44], [0.73, -0.77, 2.66], [-0.87, -1.26, 2.76]], "nbo_charge": [-0.2448, -1.1080, -1.1598, -1.0957, 0.2806, -0.7114, -0.6054, 1.5082, 0.2289, 0.2458, 0.2487, 0.2621, 0.2481, 0.2339, 0.2332, 0.2259, 0.2276, 0.1006, 0.1290, 0.3539, 0.3986]}

{"formula": "C5H13NS", "method": "wB97M-V/def2-TZVPD", "e_tot_ha": -651.202157, "homo_energy_ha": -0.2962, "gap_ev": 9.04, "max_force_ev_per_a": 0.61, "e_above_lowest_kj_mol": 109.75, "e_lumo_ev": 1.0, "symbols": ["C", "C", "N", "C", "H", "H", "H", "H", "H", "H", "H", "C", "S", "C", "H", "H", "H", "H", "H", "H"], "coordinates": [[0.56, -1.50, 0.73], [-0.67, -1.80, 0.32], [-1.01, -2.29, -0.94], [-2.19, -1.75, -1.60], [1.41, -1.69, 0.08], [0.81, -1.10, 1.70], [-1.57, -1.67, 0.91], [-0.22, -2.43, -1.54], [-2.63, -2.49, -2.27], [-2.92, -1.50, -0.83], [-1.97, -0.84, -2.15], [0.15, 2.58, 1.39], [1.82, 1.95, 1.61], [2.20, 1.62, -0.13], [-0.55, 1.86, 0.96], [0.16, 3.47, 0.77], [-0.22, 2.86, 2.38], [3.25, 1.36, -0.21], [1.55, 0.82, -0.47], [2.03, 2.54, -0.69]], "nbo_charge": [-0.5312, 0.0147, -0.6159, -0.4003, 0.1856, 0.2202, 0.1834, 0.3684, 0.1987, 0.1981, 0.1760, -0.7525, 0.1862, -0.7411, 0.2139, 0.2091, 0.2290, 0.2276, 0.2203, 0.2100]}

{"formula": "C5H13NS", "method": "wB97M-V/def2-TZVPD", "e_tot_ha": -650.994697, "homo_energy_ha": -0.2990, "gap_ev": 8.85, "max_force_ev_per_a": 4.65, "e_above_lowest_kj_mol": 654.44, "e_lumo_ev": 0.7, "symbols": ["C", "S", "N", "C", "C", "C", "C", "H", "H", "H", "H", "H", "H", "H", "H", "H", "H", "H", "H", "H"], "coordinates": [[0.28, -2.41, 0.53], [-1.07, -1.61, 0.02], [-3.00, -1.70, 0.45], [-0.70, 0.20, 0.17], [0.38, 0.94, -0.66], [0.27, 2.43, -0.20], [1.77, 0.51, -0.42], [0.18, -3.51, 0.58], [0.73, -1.71, 1.18], [-1.19, -1.63, -1.33], [-2.84, -2.37, 1.23], [-1.67, 0.50, 0.01], [-0.45, 0.11, 1.20], [0.20, 0.90, -1.81], [1.05, 3.02, -0.73], [0.64, 2.58, 0.93], [-0.77, 2.77, -0.27], [1.90, 0.52, 0.70], [1.78, -0.63, -0.62], [2.51, 1.07, -0.96]], "nbo_charge": [-1.0159, 1.1314, -0.9618, -0.5084, -0.2361, -0.6060, -0.6254, 0.2548, 0.2265, 0.0513, 0.3021, 0.2529, 0.2220, 0.2129, 0.2221, 0.2033, 0.2183, 0.1968, 0.2351, 0.2241]}

{"formula": "C5H13NS", "method": "wB97M-V/def2-TZVPD", "e_tot_ha": -651.189294, "homo_energy_ha": -0.3172, "gap_ev": 9.57, "max_force_ev_per_a": 3.37, "e_above_lowest_kj_mol": 143.52, "e_lumo_ev": 0.9, "symbols": ["C", "N", "C", "C", "C", "C", "S", "H", "H", "H", "H", "H", "H", "H", "H", "H", "H", "H", "H", "H"], "coordinates": [[-2.10, -0.58, 0.15], [-1.12, 0.37, -0.46], [0.03, 0.63, 0.45], [0.12, 2.21, 0.70], [1.32, 0.08, -0.05], [1.41, -1.45, -0.21], [0.89, -2.33, -1.77], [-2.91, 0.02, 0.53], [-1.67, -1.29, 0.86], [-2.53, -1.21, -0.63], [-0.78, 0.03, -1.34], [-0.27, 0.34, 1.46], [-0.32, 2.30, 1.70], [-0.37, 2.87, 0.01], [1.18, 2.35, 0.91], [2.08, 0.37, 0.67], [1.49, 0.36, -1.10], [0.81, -2.08, 0.47], [2.43, -1.73, 0.08], [0.32, -1.28, -2.43]], "nbo_charge": [-0.4219, -0.6355, -0.0459, -0.6100, -0.4306, -0.5058, -0.0579, 0.1947, 0.1777, 0.1989, 0.3480, 0.1895, 0.1996, 0.2262, 0.1945, 0.2211, 0.2140, 0.2121, 0.2212, 0.1102]}

{"formula": "C5H13NS", "method": "wB97M-V/def2-TZVPD", "e_tot_ha": -651.237828, "homo_energy_ha": -0.3080, "gap_ev": 9.42, "max_force_ev_per_a": 1.29, "e_above_lowest_kj_mol": 16.10, "e_lumo_ev": 1.0, "symbols": ["C", "S", "C", "C", "C", "C", "N", "H", "H", "H", "H", "H", "H", "H", "H", "H", "H", "H", "H", "H"], "coordinates": [[1.96, 2.79, 0.80], [1.72, 1.03, 0.37], [0.10, 1.20, -0.47], [-0.34, -0.17, -1.02], [-0.45, -1.24, 0.05], [-0.77, -2.61, -0.58], [-1.50, -0.82, 1.02], [2.45, 2.79, 1.78], [1.02, 3.29, 0.95], [2.59, 3.26, 0.06], [-0.62, 1.56, 0.26], [0.23, 1.90, -1.29], [0.40, -0.48, -1.76], [-1.32, -0.04, -1.49], [0.47, -1.42, 0.61], [-0.34, -2.63, -1.58], [-1.84, -2.69, -0.76], [-0.45, -3.46, 0.01], [-1.09, -0.73, 1.94], [-2.22, -1.53, 1.10]], "nbo_charge": [-0.7296, 0.1372, -0.5040, -0.4134, -0.0595, -0.6147, -0.8543, 0.2236, 0.2179, 0.2152, 0.2201, 0.2101, 0.2026, 0.2157, 0.1936, 0.2110, 0.1976, 0.2124, 0.3620, 0.3567]}